Molecular formula: Cl2H2OSi
Method: DFT, wB97M-V/def2-TZVPD

Computed properties:
Energy relative to the best compared isomer or geometry (same formula, charge and spin) ... 845.4 kJ/mol
HOMO-LUMO gap (spin up / spin down) ... 9.30 / 5.00 eV
DFT total energy ... -34997.5208 eV
LUMO energy (spin up / spin down) ... -0.820 / -2.135 eV
Highest occupied orbital energy (spin up / spin down) ... -10.1 / -7.1 eV
Maximum force ... 2.747 eV Å⁻¹

Geometry as ORCA input:
```
! wB97M-V def2-TZVPD RIJCOSX def2/J DEFGRID3
* xyz 0 1
O -3.02905 1.20175 0.54630
Si 1.13588 -0.43535 -0.40709
Cl -1.64641 0.63054 1.06425
Cl 2.87208 -0.54347 0.42488
H 0.10160 -1.38442 -0.34238
H 0.56590 0.53095 -1.28596
*
```

Results of the Mulliken charge analysis, in e, for atoms 1 through 5: atom 1 (O): -0.2972, atom 2 (Si): 0.3010, atom 3 (Cl): 0.1562, atom 4 (Cl): -0.1009, atom 5 (H): -0.0348

Molecular formula: Cl2H3PSi
Method: DFT, wB97M-V/def2-TZVPD

Computed properties:
Energy relative to the best compared isomer or geometry (same formula, charge and spin) ... 173.6 kJ/mol
HOMO-LUMO gap ... 8.96 eV
DFT total energy ... -42260.6267 eV
LUMO energy ... -0.683 eV
Highest occupied orbital energy ... -9.6 eV
Maximum force ... 2.266 eV Å⁻¹

Geometry as ORCA input:
```
! wB97M-V def2-TZVPD RIJCOSX def2/J DEFGRID3
* xyz 0 1
Si -2.72830 -0.30054 -0.71765
P 1.74054 -0.55922 -0.17475
Cl -2.69303 1.64430 -0.17797
Cl -2.40040 -1.15163 1.07610
H 2.18729 -0.09052 1.06046
H 0.98273 0.53874 -0.17959
H 2.91117 -0.08113 -0.88659
*
```

Results of the Mulliken charge analysis, in e, for atoms 1 through 5: atom 1 (Si): 0.2916, atom 2 (P): -0.1148, atom 3 (Cl): -0.1547, atom 4 (Cl): -0.1434, atom 5 (H): 0.0495

Molecular formula: Cl2HISi
Method: DFT, wB97M-V/def2-TZVPD

Computed properties:
Energy relative to the best compared isomer or geometry (same formula, charge and spin) ... 149.1 kJ/mol
HOMO-LUMO gap ... 8.08 eV
DFT total energy ... -41040.7315 eV
LUMO energy ... -1.530 eV
Highest occupied orbital energy ... -9.6 eV
Maximum force ... 1.043 eV Å⁻¹

Geometry as ORCA input:
```
! wB97M-V def2-TZVPD RIJCOSX def2/J DEFGRID3
* xyz 0 1
Si 1.30366 -0.77816 -0.81778
Cl 0.09719 -1.21583 0.80417
Cl -2.83486 0.71495 -0.45781
I 3.12697 0.57498 0.41958
H -1.69296 0.70406 0.05184
*
```

Charge distribution, Mulliken scheme, values in e: atom 1 (Si): 0.3074, atom 2 (Cl): -0.1657, atom 3 (Cl): -0.2012, atom 4 (I): -0.1275, atom 5 (H): 0.1870

Molecular formula: Cl2HNO2S
Method: DFT, wB97M-V/def2-TZVPD

Computed properties:
Energy relative to the best compared isomer or geometry (same formula, charge and spin) ... 155.3 kJ/mol
HOMO-LUMO gap ... 9.87 eV
DFT total energy ... -41477.8017 eV
LUMO energy ... -0.556 eV
Highest occupied orbital energy ... -10.4 eV
Maximum force ... 1.807 eV Å⁻¹

Geometry as ORCA input:
```
! wB97M-V def2-TZVPD RIJCOSX def2/J DEFGRID3
* xyz 0 1
N 0.29545 0.90449 1.14406
O 0.61967 -1.57252 1.17392
O 0.82593 -0.36503 -1.02373
S 0.48297 -0.41439 0.37435
Cl 0.44978 2.21348 0.13829
Cl -1.80297 -0.65418 -0.48962
H -0.87083 -0.11186 -1.31726
*
```

Results of the Mulliken charge analysis, in e, for atoms 1 through 5: atom 1 (N): -0.1407, atom 2 (O): -0.4200, atom 3 (O): -0.5131, atom 4 (S): 0.8919, atom 5 (Cl): -0.0335

Molecular formula: Cl2HOPS
Method: DFT, wB97M-V/def2-TZVPD

Computed properties:
Energy relative to the best compared isomer or geometry (same formula, charge and spin) ... 237.5 kJ/mol
HOMO-LUMO gap ... 9.17 eV
DFT total energy ... -47232.8540 eV
LUMO energy ... -0.824 eV
Highest occupied orbital energy ... -10.0 eV
Maximum force ... 2.169 eV Å⁻¹

Geometry as ORCA input:
```
! wB97M-V def2-TZVPD RIJCOSX def2/J DEFGRID3
* xyz 0 1
O 1.13531 -1.29237 0.46084
P 1.68663 0.06329 0.52098
S -1.91913 -0.57680 0.39204
Cl -0.74139 0.97773 0.94375
Cl 1.72277 0.74744 -1.46439
H -1.88420 0.08071 -0.85323
*
```

Results of the Mulliken charge analysis, in e, for atoms 1 through 5: atom 1 (O): -0.3899, atom 2 (P): 0.5236, atom 3 (S): -0.0331, atom 4 (Cl): -0.0971, atom 5 (Cl): -0.2287

Molecular formula: Cl2HOPS
Method: DFT, wB97M-V/def2-TZVPD

Computed properties:
Energy relative to the best compared isomer or geometry (same formula, charge and spin) ... 251.7 kJ/mol
HOMO-LUMO gap ... 8.72 eV
DFT total energy ... -47232.7066 eV
LUMO energy ... -1.092 eV
Highest occupied orbital energy ... -9.8 eV
Maximum force ... 1.621 eV Å⁻¹

Geometry as ORCA input:
```
! wB97M-V def2-TZVPD RIJCOSX def2/J DEFGRID3
* xyz 0 1
O 1.16460 -1.85277 0.20313
P -0.28499 -1.80764 0.36305
S -0.40016 2.32487 -0.58061
Cl -0.53860 0.34531 -1.04125
Cl -0.68857 -1.24890 2.22790
H 0.74772 2.23914 -1.17222
*
```

Results of the Mulliken charge analysis, in e, for atoms 1 through 5: atom 1 (O): -0.4204, atom 2 (P): 0.5114, atom 3 (S): -0.0467, atom 4 (Cl): -0.0469, atom 5 (Cl): -0.1870

Molecular formula: Cl2HgMg2N4O20
Method: DFT, wB97M-V/def2-TZVPD

Computed properties:
HOMO-LUMO gap ... 1.25 eV
DFT total energy ... -86979.1397 eV
LUMO energy ... -7.426 eV
Highest occupied orbital energy ... -8.7 eV
Maximum force ... 7.155 eV Å⁻¹

Geometry as ORCA input:
```
! wB97M-V def2-TZVPD RIJCOSX def2/J DEFGRID3
* xyz 0 1
Mg 3.30715 -1.35091 0.21554
Mg -0.66998 2.05387 -0.70625
Hg -5.90212 -2.14538 2.86411
Cl 3.78572 -2.80377 3.12763
O 5.14206 -3.46355 2.97427
O 2.83989 -2.95826 2.09743
O 3.59782 -1.92679 4.27114
O 3.87218 -0.72327 1.95746
Cl -5.00478 2.56172 -4.07077
O -6.83482 -0.59667 2.16078
O -4.73651 -3.74605 3.53444
O -5.93056 3.02533 -3.14517
O -5.49085 2.41619 -5.46560
N 3.92930 -2.63826 -1.71561
O 4.58330 -3.24589 -2.52006
O 4.17090 -1.45746 -1.45439
O 3.21389 -3.18906 -0.78972
N 1.08522 3.27763 -2.00847
O 2.15995 3.81513 -2.30182
O 0.90589 1.94414 -1.90998
O 0.06304 4.01172 -1.80824
N -2.75536 1.98727 0.23628
O -1.86326 2.74541 0.78445
O -2.59490 1.56716 -0.94775
O -3.64992 1.55421 0.93004
N 0.69323 -0.22652 0.98870
O 1.19400 -1.12210 0.15730
O -0.28801 0.53472 0.53407
O 1.17754 0.09945 2.01021
*
```

Results of the Mulliken charge analysis, in e, for atoms 1 through 5: atom 1 (Mg): 1.1566, atom 2 (Mg): 0.8938, atom 3 (Hg): 0.9420, atom 4 (Cl): 1.2341, atom 5 (O): -0.3167

Molecular formula: Cl2I2Zn
Method: DFT, wB97M-V/def2-TZVPD

Computed properties:
Energy relative to the best compared isomer or geometry (same formula, charge and spin) ... 0.0 kJ/mol
HOMO-LUMO gap ... 7.00 eV
DFT total energy ... -89671.1550 eV
LUMO energy ... 5.161 eV
Highest occupied orbital energy ... -1.8 eV
Maximum force ... 0.575 eV Å⁻¹

Geometry as ORCA input:
```
! wB97M-V def2-TZVPD RIJCOSX def2/J DEFGRID3
* xyz -2 1
Zn 0.05022 0.04403 0.02999
I 1.39123 -1.78486 1.82647
I 0.74511 2.24828 -1.59579
Cl -0.50909 -1.43073 -1.65721
Cl -1.67747 0.92327 1.39654
*
```

Charge distribution, Mulliken scheme, values in e: atom 1 (Zn): 0.5572, atom 2 (I): -0.7114, atom 3 (I): -0.6807, atom 4 (Cl): -0.5619, atom 5 (Cl): -0.6031

Molecular formula: Cl2InO16P4Y4
Method: DFT, wB97M-V/def2-TZVPD

Computed properties:
HOMO-LUMO gap ... 2.17 eV
DFT total energy ... -104308.0315 eV
LUMO energy ... -7.870 eV
Highest occupied orbital energy ... -10.0 eV
Maximum force ... 7.446 eV Å⁻¹

Geometry as ORCA input:
```
! wB97M-V def2-TZVPD RIJCOSX def2/J DEFGRID3
* xyz 1 1
In -0.59635 -2.94224 1.73175
Y -4.41494 0.96559 1.64370
Y -0.01564 1.39403 2.24236
Y -0.17677 2.57480 -1.85755
Y -1.35370 -1.57827 -2.93111
P 1.37798 -1.47931 4.21715
O 0.57780 -0.63716 3.23816
O 0.94873 -3.01224 4.20099
O 1.15373 -1.48252 5.74358
O 2.91195 -1.06110 4.16409
P -0.11207 1.10690 -4.43646
O 0.84662 2.10703 -3.86880
O -1.33550 1.58223 -3.73421
O 0.03345 -0.44761 -4.17331
O -0.48228 1.52569 -5.78995
P -1.71497 -0.23935 -0.13016
O -0.96665 0.51720 -1.31394
O -1.47756 -1.71234 -0.72928
O -3.13952 -0.08554 0.21384
O -0.86388 -0.16680 1.12800
P 2.13321 1.38129 -0.15509
O 0.72870 1.91290 0.11267
O 2.00439 0.78815 -1.54398
O 2.49307 0.55281 1.02221
O 3.39973 2.13680 -0.54453
Cl -2.90227 -0.61544 3.25258
Cl 0.94274 -3.08550 -1.70271
*
```

Results of the Mulliken charge analysis, in e, for atoms 1 through 5: atom 1 (In): 0.8456, atom 2 (Y): 0.7982, atom 3 (Y): 1.1215, atom 4 (Y): 1.4641, atom 5 (Y): 1.3504

Molecular formula: Cl2O2S
Method: DFT, wB97M-V/def2-TZVPD

Computed properties:
Energy relative to the best compared isomer or geometry (same formula, charge and spin) ... 359.0 kJ/mol
HOMO-LUMO gap (spin up / spin down) ... 5.65 / 5.65 eV
DFT total energy ... -39970.0087 eV
LUMO energy (spin up / spin down) ... -3.889 / -3.891 eV
Highest occupied orbital energy (spin up / spin down) ... -9.5 / -9.5 eV
Maximum force ... 3.382 eV Å⁻¹

Geometry as ORCA input:
```
! wB97M-V def2-TZVPD RIJCOSX def2/J DEFGRID3
* xyz 0 1
O -1.57644 -0.48618 -1.25529
O -0.23128 -0.29770 0.98623
S -0.54384 -1.04682 -0.38419
Cl 0.11847 1.23817 1.60325
Cl 2.23309 0.59253 -0.95000
*
```

Charge distribution, Mulliken scheme, values in e: atom 1 (O): -0.2768, atom 2 (O): -0.1691, atom 3 (S): 0.7415, atom 4 (Cl): 0.2162, atom 5 (Cl): -0.5118

Molecular formula: Cl2O8
Method: DFT, wB97M-V/def2-TZVPD

Computed properties:
Energy relative to the best compared isomer or geometry (same formula, charge and spin) ... 411.3 kJ/mol
HOMO-LUMO gap ... 7.11 eV
DFT total energy ... -41407.3774 eV
LUMO energy ... 6.646 eV
Highest occupied orbital energy ... -0.5 eV
Maximum force ... 6.381 eV Å⁻¹

Geometry as ORCA input:
```
! wB97M-V def2-TZVPD RIJCOSX def2/J DEFGRID3
* xyz -2 1
Cl -3.39032 17.72244 20.93951
O -2.17950 16.96013 20.88433
O -4.61560 17.00254 20.93196
O -3.51568 18.54825 22.11985
O -3.38784 18.56486 19.80463
Cl -4.83127 19.31306 18.05452
O -5.11690 20.70346 18.05422
O -5.28815 18.72123 19.32156
O -5.62518 18.98290 16.96283
O -3.53431 18.84973 17.70055
*
```

Results of the Mulliken charge analysis, in e, for atoms 1 through 5: atom 1 (Cl): 1.6699, atom 2 (O): -0.6898, atom 3 (O): -0.6830, atom 4 (O): -0.7326, atom 5 (O): -0.6118

Molecular formula: Cl2O8Rb
Method: DFT, wB97M-V/def2-TZVPD

Computed properties:
Energy relative to the best compared isomer or geometry (same formula, charge and spin) ... 196.5 kJ/mol
HOMO-LUMO gap ... 4.88 eV
DFT total energy ... -42067.0151 eV
LUMO energy ... 0.175 eV
Highest occupied orbital energy ... -4.7 eV
Maximum force ... 1.269 eV Å⁻¹

Geometry as ORCA input:
```
! wB97M-V def2-TZVPD RIJCOSX def2/J DEFGRID3
* xyz -1 1
Rb -1.06605 -5.13567 2.43525
Cl -0.15897 -1.61255 1.21528
O -0.94828 -2.37687 2.20637
O 0.11568 -2.55141 0.13974
O -0.90226 -0.51435 0.75612
O 1.05584 -1.22544 1.87586
Cl 0.37966 2.67866 -1.72345
O 0.45295 1.55650 -2.62703
O -0.68537 3.56534 -2.14294
O 0.12658 2.20206 -0.38460
O 1.63021 3.41374 -1.75060
*
```

Results of the Mulliken charge analysis, in e, for atoms 1 through 5: atom 1 (Rb): 0.9592, atom 2 (Cl): 1.6887, atom 3 (O): -0.7997, atom 4 (O): -0.7041, atom 5 (O): -0.5336

> Among the records above, which one has the highest DFT total energy?

Cl2H2OSi

> Among the records above, which one has the lowest DFT total energy?

Cl2InO16P4Y4

> Look up the DFT total energy of the seventh one.

-86979.1397 eV

> Look up the DFT total energy of the eighth one.

-89671.1550 eV